Density functional theory data (the ωB97M-V functional and the def2-TZVPD basis) for 2 unconnected molecules or ions with the total composition C4H10BrPS.

Calculated values
HOMO level (eV): -9.4
LUMO energy (eV): 0.5
SMILES: CP(S)Br.C=CC
Total energy (eV): -94475.7392

Each line ends with the Löwdin charge.
Positions of all 17 atoms, in Å:
C (-1.795446, -0.480388, 0.678215)  -0.025
C (-1.764345, -0.708707, -1.779319)  -0.088
C (1.742688, 1.458714, 0.301465)  -0.429
C (-2.455537, -0.471113, -0.452788)  -0.241
P (1.996382, -0.343669, 0.027903)  0.114
S (1.918842, -0.977201, 2.101489)  0.337
Br (4.076077, -0.371407, -0.583142)  0.226
H (-0.693362, -0.458294, 0.646935)  -0.004
H (2.285507, 0.010471, 2.836680)  -0.244
H (-2.355750, -0.449979, 1.596829)  0.054
H (-1.920307, 0.065405, -2.424797)  0.035
H (-2.090271, -1.703527, -2.252278)  0.112
H (-0.828232, -0.823922, -1.386725)  -0.005
H (0.868446, 1.745746, -0.271788)  0.023
H (1.818557, 1.631778, 1.351738)  -0.015
H (2.706159, 2.062447, 0.037390)  0.056
H (-3.509406, -0.186349, -0.427808)  0.093

Forces on the atoms, in the same order (eV/Å):
C 0.74 0.22 0.38
C -2.72 -2.95 1.65
C 2.89 0.79 -0.78
C -1.20 0.34 -1.26
P -0.88 -0.07 1.16
S -0.57 -1.95 -1.49
Br 1.14 -0.10 -0.19
H -0.65 -0.58 0.48
H 0.67 1.64 0.58
H 0.33 0.36 0.41
H -0.08 2.01 -1.93
H 0.36 1.48 0.64
H 3.15 -0.25 -0.30
H -0.11 0.52 0.44
H -1.22 0.27 0.75
H -1.83 -1.10 -0.47
H -0.04 -0.62 -0.08


Density functional theory data (the ωB97M-V functional and the def2-TZVPD basis) for C3H4Cl2F2O in the gas phase.

Calculated values
HOMO level (eV): -10.7
LUMO energy (eV): 0.7
SMILES: CO[C@H](Cl)C(F)(F)Cl
Total energy (eV): -35701.7078

Each line ends with the Löwdin charge.
Positions of all 12 atoms, in Å:
C (-1.786276, -0.876926, -0.045622)  -0.081
C (0.604872, -0.292104, -0.146146)  -0.648
C (1.414245, 1.280370, 0.081581)  -0.833
O (-0.669791, 0.007189, -0.024180)  -0.221
F (0.679303, 1.842487, 1.050104)  0.044
F (2.715545, 0.971061, 0.397930)  -0.009
Cl (1.227974, -1.454054, 1.099794)  0.624
Cl (1.406288, 2.384848, -1.310682)  0.708
H (-2.193142, -1.058431, -1.121070)  0.114
H (-2.662327, -0.292007, 0.494432)  0.123
H (-1.655205, -1.798173, 0.599141)  0.087
H (0.918514, -0.714261, -1.075281)  0.092

Forces on the atoms, in the same order (eV/Å):
C -2.42 0.27 0.37
C 2.17 2.04 0.38
C -1.04 -3.36 -0.50
O -1.89 0.68 0.31
F 1.38 0.08 0.17
F -1.54 1.05 0.23
Cl -0.13 0.33 -0.04
Cl 0.00 -0.67 0.36
H 1.12 -0.05 1.79
H 1.90 -1.00 -1.12
H 0.24 0.85 -1.15
H 0.21 -0.22 -0.81


Density functional theory data (the ωB97M-V functional and the def2-TZVPD basis) for C2H6N2OS in the gas phase.

Calculated values
HOMO level (eV): -8.7
LUMO energy (eV): 0.8
SMILES: CN(S)/C=N\O
Total energy (eV): -18031.3834

Each line ends with the Löwdin charge.
Positions of all 12 atoms, in Å:
C (-0.470150, -1.473782, 0.298361)  -0.132
C (-0.356963, 0.816507, -0.574537)  -0.313
H (-0.370863, -2.234265, -0.510754)  0.082
H (-0.069913, -1.850484, 1.322157)  0.109
H (-1.540381, -1.243724, 0.392165)  0.068
H (2.398570, -0.558486, 0.883190)  -0.147
H (-0.014288, 1.155463, -1.566659)  0.117
H (-2.903934, 0.977762, 0.904405)  0.068
N (0.289214, -0.261068, -0.018548)  -0.557
N (-1.479299, 1.307159, -0.235212)  -0.007
O (-1.980282, 0.861207, 0.994886)  -0.070
S (1.977271, -0.407181, -0.371889)  0.783

Forces on the atoms, in the same order (eV/Å):
C 0.57 -0.71 1.20
C -0.59 -0.34 -0.95
H 0.24 0.36 0.67
H -0.86 0.23 -1.83
H 0.58 0.05 0.12
H 0.08 0.16 0.31
H 0.09 0.25 0.70
H -1.46 0.48 -0.13
N 0.79 -0.23 0.20
N -0.25 0.64 -0.19
O 1.76 -0.66 0.13
S -0.94 -0.24 -0.22


Density functional theory data (the ωB97M-V functional and the def2-TZVPD basis) for 2 unconnected molecules or ions with the total composition C10H16O.

Calculated values
HOMO level (eV): -7.9
LUMO energy (eV): 0.5
SMILES: Cc1ccc(O)cc1.CCC
Total energy (eV): -12674.7673

Each line ends with the Löwdin charge.
Positions of all 27 atoms, in Å:
C (-3.116770, 1.168178, 0.517728)  -0.090
C (0.542245, 1.620266, -0.017008)  0.009
C (-0.881293, 1.541382, -0.117609)  -0.083
C (1.040152, 0.726070, 0.980259)  -0.425
C (-1.715999, 0.841993, 0.778288)  -0.342
C (0.218194, -0.091834, 1.784221)  -0.027
C (-1.171897, 0.018772, 1.799532)  -0.022
O (2.317908, 0.594831, 1.164104)  -0.005
H (1.270199, 2.374909, -0.418809)  0.122
H (-1.389508, 2.076504, -0.876889)  0.094
H (3.061237, 1.035217, 0.473238)  0.230
H (0.834096, -0.757768, 2.456055)  0.134
H (-3.222405, 0.914233, -0.566984)  0.091
H (-3.526650, 2.240121, 0.638804)  0.113
H (-1.932072, -0.448301, 2.437982)  0.115
H (-3.685623, 0.459982, 1.116965)  0.069
C (1.014765, -2.018446, -1.478432)  -0.267
C (-0.435128, -1.647399, -1.331874)  -0.117
C (1.822628, -1.840815, -2.818875)  -0.085
H (1.130446, -3.051891, -1.044531)  0.113
H (1.615998, -1.462666, -0.762303)  0.071
H (-1.036013, -1.760184, -2.160720)  0.041
H (-0.926559, -2.238744, -0.578330)  0.072
H (1.629746, -0.891555, -3.246388)  0.056
H (-0.727545, -0.609675, -1.128208)  0.049
H (1.598009, -2.551713, -3.530638)  0.032
H (2.861995, -1.996110, -2.699458)  0.051

Forces on the atoms, in the same order (eV/Å):
C -1.98 -0.20 -0.71
C -1.24 -1.08 1.97
C 2.28 0.19 0.87
C -2.67 1.19 -2.03
C 2.48 1.22 0.01
C 1.02 -0.55 1.09
C -0.57 1.26 -1.86
O 6.56 0.74 -1.24
H -1.17 -0.95 -0.22
H -0.28 0.74 -0.65
H -3.88 -1.57 2.54
H -1.12 0.69 -0.59
H -0.68 0.18 0.82
H 1.05 -1.61 0.18
H 0.95 -0.21 0.10
H -0.79 0.23 -0.16
C 1.87 -0.80 0.49
C -0.23 1.07 0.85
C -1.46 0.06 2.04
H -0.02 0.63 -0.94
H -0.18 0.37 0.31
H -0.99 -1.04 -2.49
H 0.01 -0.24 0.53
H -0.06 1.12 -0.37
H 1.00 -0.04 0.43
H -1.09 -1.64 -1.66
H 1.21 0.24 0.67


Density functional theory data (the ωB97M-V functional and the def2-TZVPD basis) for 8 unconnected molecules or ions with the total composition C4H23NO8S2.

Calculated values
HOMO level (eV): -8.3
LUMO energy (eV): 0.0
SMILES: CSSC[C@@H](N)C=O.O.O.O.O.O.O.O
Total energy (eV): -44059.3201

Each line ends with the Löwdin charge.
Positions of all 38 atoms, in Å:
N (-1.177659, -1.836168, -0.799383)  0.018
C (-1.598452, -0.762026, -1.854227)  -0.357
C (-2.957006, 0.014461, -1.410111)  -0.105
O (-3.545728, 0.745504, -2.245158)  -0.011
C (-0.469431, 0.207859, -2.190110)  -0.533
S (0.896849, -0.633005, -2.978426)  0.476
S (2.571022, 0.106326, -2.515799)  0.417
C (3.091826, -0.421735, -0.838246)  -0.421
H (-1.513808, -2.813572, -1.161276)  0.117
H (-1.696679, -1.606196, 0.073813)  0.032
H (-1.772390, -1.420099, -2.648788)  0.094
H (-3.249896, 0.011171, -0.373334)  0.108
H (-0.891742, 1.114683, -2.660014)  0.086
H (-0.202757, 0.722439, -1.210893)  0.071
H (3.783382, 0.371491, -0.597929)  0.020
H (2.400095, -0.445186, 0.076166)  0.044
H (3.598748, -1.342615, -1.084979)  0.015
H (0.538636, -1.487203, 1.245688)  -0.012
H (0.271457, -1.521905, 2.670975)  -0.008
O (0.487679, -2.057533, 1.974685)  0.004
H (1.880619, -0.832568, 2.155643)  -0.047
H (3.036683, -0.900507, 3.234055)  0.082
O (2.666535, -0.413107, 2.465200)  -0.065
H (-2.043196, -0.358053, 3.128061)  0.098
H (-1.295128, 0.327212, 2.003908)  -0.004
O (-1.788487, -0.526851, 2.148170)  -0.127
H (-0.103059, 3.471869, -0.584808)  0.067
H (-0.852717, 2.201135, -0.909586)  -0.013
O (-0.056309, 2.525362, -0.476383)  -0.079
H (-0.082090, 1.972681, 1.170805)  -0.031
H (-0.546308, 2.631274, 2.522359)  0.072
O (-0.388227, 1.812372, 2.036850)  -0.036
H (3.495008, -1.989461, 1.395610)  0.035
H (2.414522, -3.044817, 0.869022)  0.007
O (3.315413, -2.961882, 1.169591)  -0.092
H (-2.880933, 3.408710, -0.552983)  0.079
H (-2.936338, 2.741075, -1.980993)  0.017
O (-2.400151, 2.988878, -1.267158)  -0.016

Forces on the atoms, in the same order (eV/Å):
N -1.60 0.04 -0.87
C -0.65 -1.13 2.76
C 0.90 1.72 -4.44
O 1.43 -2.50 2.57
C -0.89 2.04 2.60
S -2.84 -2.10 -1.16
S 2.15 2.27 1.24
C -0.70 0.12 0.28
H 0.73 2.57 1.14
H 0.58 -0.64 -0.59
H -0.87 -0.21 -1.87
H -0.26 -0.33 0.73
H 0.24 -0.69 -0.92
H 0.58 -1.70 -1.14
H 0.57 0.04 0.14
H 0.54 -0.14 -1.97
H 0.13 -0.36 0.95
H -0.60 0.97 -2.13
H -1.44 1.92 2.85
O 1.43 -3.32 -1.13
H -0.59 -1.00 0.33
H -0.80 0.27 -0.87
O 2.02 0.94 0.98
H 0.35 -0.76 -2.45
H -0.39 -0.57 -0.04
O -0.39 1.53 2.59
H 0.01 0.42 -0.10
H -0.33 0.63 0.05
O 1.08 -0.11 0.40
H 0.67 1.08 -2.07
H 0.19 -0.19 -0.46
O -0.81 -0.81 2.78
H -0.81 -2.09 -0.58
H -0.46 0.28 0.07
O 1.43 1.54 0.54
H -0.47 -0.07 -0.25
H -1.73 -0.47 -1.27
O 1.57 0.82 1.36


Density functional theory data (the ωB97M-V functional and the def2-TZVPD basis) for C4H9N in the gas phase.

Calculated values
HOMO level (eV): -8.6
LUMO energy (eV): 1.2
SMILES: CCN1CC1
Total energy (eV): -5780.4650

Each line ends with the Löwdin charge.
Positions of all 14 atoms, in Å:
C (-1.929125, 0.255805, -0.149055)  -0.093
C (-0.610281, -0.442254, 0.051097)  -0.365
C (1.451567, 0.850109, 0.001135)  -0.269
C (1.839559, -0.538464, -0.053393)  -0.076
H (-2.846349, -0.281012, 0.263103)  0.087
H (-2.088261, 1.219739, 0.371661)  0.071
H (-2.206932, 0.197260, -1.228677)  0.082
H (-0.426587, -0.532372, 1.137236)  0.120
H (-0.902691, -1.374735, -0.199879)  0.085
H (2.101844, 1.433801, -0.693037)  0.117
H (1.286104, 1.311426, 1.079766)  0.154
H (1.625381, -1.087180, 0.891684)  0.100
H (2.221546, -1.100698, -1.009609)  0.142
N (0.484221, 0.088570, -0.462033)  -0.155

Forces on the atoms, in the same order (eV/Å):
C -2.68 0.39 -0.15
C -3.48 1.47 5.21
C 3.05 4.71 3.29
C -2.01 -3.13 -1.31
H 1.53 -0.18 -0.01
H 0.59 0.03 -0.97
H 0.45 0.99 0.56
H -0.50 -0.10 0.68
H 0.39 -3.52 -1.57
H -1.25 0.45 0.51
H 0.71 -0.69 -1.92
H 0.82 0.01 -0.91
H -0.08 1.37 2.41
N 2.45 -1.79 -5.81